(1)
This record from OMol25 describes a cluster of 2 separate species, C2Cl2F2O in total in a non-equilibrium geometry. The level of theory is ωB97M-V/def2-TZVPD.

Values from the calculation:
**ΔE to the lowest compared entry with this formula, charge and spin**: 339.7 kJ/mol
**E_HOMO (spin up / spin down)**: -9.71 / -8.76 eV
**LUMO (spin up / spin down)**: 0.09 / -1.58 eV

```
! RIJCOSX wB97M-V def2-TZVPD def2/J DEFGRID3
* xyz 0 1
Cl -2.684 0.269 -1.377
Cl 0.783 1.763 1.018
F 1.978 -0.447 0.479
F 0.527 -0.568 2.156
O -0.283 -0.653 -1.288
C -1.254 -0.418 -1.958
C 0.933 0.053 0.970
*
```

Here are the natural (NBO) charges for atoms 1 to 5, given in e: atom 1 (Cl): 0.033, atom 2 (Cl): -0.009, atom 3 (F): -0.281, atom 4 (F): -0.345, atom 5 (O): -0.474

***

(2)
This record from OMol25 describes the molecule C2Cl2N2S in a non-equilibrium geometry. The level of theory is ωB97M-V/def2-TZVPD.

Values from the calculation:
**ΔE to the lowest compared entry with this formula, charge and spin**: 537.9 kJ/mol
**E_HOMO**: -8.60 eV
**LUMO**: -0.50 eV

```
! RIJCOSX wB97M-V def2-TZVPD def2/J DEFGRID3
* xyz 0 1
Cl 0.176 -1.879 2.245
Cl -0.627 2.750 0.522
S 0.227 -1.733 -0.626
N 0.172 -0.290 -1.687
N -0.042 0.767 -1.133
C 0.052 -1.032 0.822
C 0.042 1.417 -0.142
*
```

Here are the natural (NBO) charges for atoms 1 to 5, given in e: atom 1 (Cl): 0.098, atom 2 (Cl): 0.139, atom 3 (S): 0.618, atom 4 (N): -0.417, atom 5 (N): -0.087

***

(3)
This record from OMol25 describes a structure of composition C2Cl3I in a non-equilibrium geometry. The level of theory is ωB97M-V/def2-TZVPD.

Values from the calculation:
**E_HOMO (spin up / spin down)**: -8.73 / -8.73 eV
**LUMO (spin up / spin down)**: -1.67 / -1.67 eV

```
! RIJCOSX wB97M-V def2-TZVPD def2/J DEFGRID3
* xyz 0 1
I -0.279 -1.789 0.774
Cl -1.685 -1.210 -1.923
Cl 0.626 1.209 -0.377
Cl 1.332 1.175 2.327
C -0.174 -1.244 -1.273
C 0.099 0.837 1.150
*
```

Here are the natural (NBO) charges for atoms 1 to 5, given in e: atom 1 (I): 0.269, atom 2 (Cl): 0.105, atom 3 (Cl): 0.111, atom 4 (Cl): 0.021, atom 5 (C): -0.279